No. 1
Below is CH19MnO12 as an isolated structure in a non-equilibrium geometry, with properties calculated with the ωB97M-V functional and the def2-TZVPD basis.

Geometry as XYZ:
```
33
Properties=species:S:1:pos:R:3:forces:R:3:nbo_charge:R:1
O 23.434 3.940 -17.263 -0.65 0.14 -0.34 -0.780
H 23.429 4.641 -17.932 -0.28 -0.24 -0.11 0.529
H 24.309 3.959 -16.773 0.66 -0.25 0.43 0.598
H 23.268 3.059 -17.675 0.49 0.05 0.38 0.592
Mn 26.320 6.674 -17.072 1.08 -0.99 2.33 1.669
C 26.901 4.460 -16.072 1.26 -1.92 1.41 0.986
O 27.770 5.254 -16.570 0.31 1.55 -1.05 -0.879
O 25.694 4.891 -16.149 -3.32 1.35 -1.53 -0.944
O 27.154 3.405 -15.462 -0.34 0.85 -1.00 -0.769
O 28.556 2.104 -13.528 -0.23 -0.11 -0.27 -0.938
H 29.412 2.124 -13.965 -0.02 -0.11 0.03 0.454
H 27.945 2.524 -14.161 0.64 -0.19 0.59 0.475
O 29.989 6.004 -18.035 -0.63 0.16 -0.02 -0.935
H 29.166 5.665 -17.635 0.71 -0.03 -0.14 0.476
H 29.721 6.605 -18.741 0.23 -0.12 -0.01 0.452
O 26.034 4.460 -13.034 0.16 0.19 -0.48 -0.930
H 25.166 4.713 -13.361 -0.04 -0.22 0.05 0.446
H 26.500 4.102 -13.817 -0.33 0.09 0.79 0.473
O 24.809 2.049 -16.192 0.17 0.34 0.01 -1.024
H 25.047 1.115 -16.145 -0.01 0.08 -0.06 0.510
H 25.614 2.533 -15.897 -0.23 -0.59 0.10 0.498
O 28.083 1.047 -16.711 -0.20 0.14 0.16 -0.959
H 28.800 0.580 -16.269 -0.10 -0.04 -0.02 0.478
H 27.743 1.668 -16.046 0.38 -0.28 -0.34 0.475
O 25.641 3.649 -19.176 -0.07 0.13 0.14 -0.917
H 26.577 3.616 -19.428 -0.17 -0.15 0.04 0.506
H 25.462 4.566 -18.952 0.32 0.02 -0.29 0.417
O 29.429 5.086 -13.821 -0.13 0.35 -0.15 -0.929
H 29.935 4.274 -13.906 -0.02 -0.02 0.12 0.471
H 28.919 5.140 -14.637 0.24 -0.07 0.01 0.456
O 25.954 7.592 -15.011 -0.30 0.07 -0.61 -1.018
H 26.453 7.989 -14.279 0.23 -0.14 -0.27 0.545
H 25.075 7.409 -14.648 0.17 -0.08 0.08 0.518
```
Positions in Å, forces in eV/Å.

Calculated values
multiplicity: 6
net charge: +1
energy above the lowest of the compared OMol25 structures with the same formula, charge and spin: 4.846 eV
gap between HOMO and LUMO (alpha / beta): 5.89 / 5.73 eV
LUMO (alpha / beta): -6.88 / -7.04 eV
strongest force on any atom: 0.0758 Eh/bohr
HOMO (alpha / beta): -12.771 / -12.770 eV

---

No. 2
Below is C45H48BiClFNO7P2S4Si as an isolated structure in a non-equilibrium geometry, with properties calculated with the ωB97M-V functional and the def2-TZVPD basis.

Geometry as XYZ:
```
111
Properties=species:S:1:pos:R:3:forces:R:3:lowdin_charge:R:1
Bi 1.898 -1.005 0.758 1.38 -2.55 -1.52 1.801
C -0.318 3.482 6.248 -1.00 0.29 0.74 -0.026
C -0.006 4.404 5.085 0.53 0.12 -0.86 -0.333
C -0.923 5.598 4.691 1.59 1.71 0.57 -0.126
C -2.324 5.271 4.153 0.11 2.02 -0.17 -0.152
C -2.370 4.007 3.408 2.52 -1.77 0.10 -0.153
C -3.504 3.543 2.804 -0.12 0.46 0.78 0.023
C -3.418 2.472 1.966 1.64 -1.24 -0.49 -0.281
F -4.543 1.918 1.532 -0.87 -0.18 -0.55 0.079
C -2.214 1.880 1.600 -0.65 0.47 0.07 0.093
C -1.004 2.286 2.203 -1.36 -0.03 0.67 -0.029
C 0.245 1.564 1.916 -0.23 -1.09 -1.42 -0.263
O 0.164 0.624 1.049 0.25 1.80 1.67 -0.162
C 1.422 2.043 2.595 -1.09 0.70 0.66 -0.033
C 1.261 2.995 3.592 -0.28 -0.57 -0.44 0.062
N 0.070 3.568 3.917 0.02 -0.74 -1.51 -0.030
C -1.114 3.272 3.205 0.04 0.51 -0.43 -0.031
C 2.812 1.718 2.211 1.81 -1.07 -2.00 -0.594
O 3.745 2.403 2.597 -0.34 0.54 0.88 0.043
O 3.011 0.778 1.312 -0.62 1.70 1.44 -0.345
H -0.561 4.087 7.125 0.10 -0.12 0.18 0.075
H 0.542 2.834 6.489 -0.40 0.27 -0.26 0.094
H -1.207 2.857 6.036 0.51 0.22 0.04 0.099
H 1.049 4.716 5.184 -0.65 0.61 0.32 0.142
H -0.356 6.262 3.948 -0.59 -1.34 0.67 0.138
H -0.927 6.284 5.572 -0.55 -0.52 -0.41 0.113
H -2.618 6.039 3.362 0.47 -0.53 1.18 0.143
H -3.038 5.424 4.965 -0.26 -0.58 -0.11 0.115
H -4.464 3.964 3.063 -0.12 0.18 -0.20 0.132
H -2.281 1.089 0.868 0.38 -0.17 0.11 0.108
H 2.161 3.291 4.180 -0.86 -0.12 -0.62 0.160
C -0.250 5.518 -2.748 -1.69 0.24 0.83 -0.318
P 0.260 3.786 -2.291 -1.62 -0.11 -0.42 0.887
C -1.387 2.833 -2.361 -0.17 0.65 1.34 -0.268
C 0.705 3.253 -3.942 0.10 0.46 -0.74 -0.481
C 0.025 3.647 -5.111 -0.20 -0.28 -0.14 -0.107
C 0.491 3.288 -6.383 -0.30 0.15 0.85 -0.095
C 1.709 2.598 -6.436 -0.35 0.28 0.88 -0.095
C 2.352 2.201 -5.258 -0.08 -0.08 0.08 -0.077
C 1.844 2.475 -3.969 0.13 -0.47 -1.82 -0.421
P 2.445 1.821 -2.358 2.12 -0.07 -0.48 0.877
C 3.821 3.073 -2.089 -1.68 -0.61 2.00 -0.281
C 3.637 0.492 -2.959 -1.82 -0.89 0.44 -0.287
H -1.344 5.575 -3.023 1.01 -0.07 0.24 0.038
H 0.300 6.041 -3.530 0.32 -0.33 0.14 0.031
H -0.135 6.031 -1.783 -0.12 0.41 -0.44 0.007
H -1.759 2.781 -1.304 -0.07 -0.01 -0.94 0.018
H -1.235 1.812 -2.709 0.28 0.03 0.13 0.038
H -2.139 3.296 -3.029 0.39 -0.02 0.39 0.036
H -0.939 4.175 -5.016 0.63 -0.15 -0.06 0.098
H -0.133 3.546 -7.259 0.72 -0.21 0.42 0.101
H 2.153 2.384 -7.381 0.29 -0.29 -0.55 0.082
H 3.281 1.652 -5.322 0.00 -0.06 -0.27 0.080
H 4.532 3.095 -2.875 0.66 -0.08 -0.69 0.018
H 4.209 2.657 -1.135 0.41 0.60 -0.52 0.041
H 3.387 4.055 -1.894 0.17 0.05 0.01 0.013
H 4.150 0.808 -3.848 0.54 0.21 -0.24 -0.008
H 2.891 -0.299 -3.284 1.34 0.27 0.53 0.052
H 4.358 0.141 -2.169 -1.02 0.20 -0.70 0.061
O 7.879 -6.053 0.526 1.00 -0.84 0.54 -0.121
C 6.986 -5.265 0.626 -1.69 1.21 -1.26 -1.001
S 5.473 -5.434 -0.427 1.10 -0.64 0.66 0.855
C 4.727 -3.932 -0.023 3.07 1.49 2.69 -1.341
C 5.454 -3.135 0.884 -1.04 -1.86 -1.64 -1.317
S 5.048 -1.577 1.313 -0.92 2.02 0.70 0.393
S 6.960 -3.715 1.512 0.39 -1.29 -0.17 0.861
S 3.375 -3.349 -0.738 -3.10 0.55 -1.47 0.383
C -0.948 -4.698 1.701 -1.02 -1.86 -0.86 -0.074
C -1.953 -3.903 0.825 -0.11 1.08 1.79 -0.625
C -3.145 -4.733 0.462 -0.78 -2.48 -0.06 -0.126
C -2.534 -2.866 1.810 -0.13 -0.03 0.64 -0.105
Si -1.142 -3.067 -0.618 0.16 -0.85 -1.06 0.389
O 0.116 -2.172 -0.273 -0.18 0.55 0.35 -0.512
C -2.478 -2.149 -1.658 0.78 -0.44 0.26 -0.194
C -2.722 -0.871 -1.212 -0.33 0.69 -1.12 -0.101
C -3.603 -0.025 -1.895 0.32 1.52 1.41 -0.113
C -4.374 -0.483 -2.917 -0.07 -1.41 -1.07 -0.113
C -4.107 -1.774 -3.390 0.01 -0.41 0.12 -0.109
C -3.127 -2.565 -2.828 0.49 -1.03 0.43 -0.092
C -0.761 -4.514 -1.785 1.03 -0.49 -0.45 -0.190
C -0.830 -5.918 -1.507 0.05 0.26 -0.97 -0.081
C -0.430 -6.850 -2.482 -0.47 -0.03 1.13 -0.119
C 0.166 -6.484 -3.669 -0.15 -0.72 -0.86 -0.135
C 0.235 -5.148 -3.956 0.00 2.35 0.68 -0.100
C -0.205 -4.132 -3.034 0.33 -2.43 -0.25 -0.082
H -1.560 -5.333 2.426 0.79 0.80 -0.57 0.097
H -0.248 -4.086 2.234 0.26 0.45 0.27 0.047
H -0.365 -5.412 1.081 -0.15 0.39 0.46 0.072
H -3.585 -5.077 1.453 0.04 0.26 -1.12 0.089
H -2.886 -5.677 -0.102 -0.32 1.00 0.62 0.066
H -3.929 -4.254 -0.152 0.39 0.19 0.42 0.082
H -2.963 -3.450 2.668 0.26 0.58 -0.45 0.084
H -3.352 -2.273 1.381 0.14 -0.01 -0.02 0.073
H -1.767 -2.195 2.217 -0.14 0.00 -0.10 0.068
H -2.066 -0.497 -0.462 0.18 0.41 0.74 0.067
H -3.669 1.039 -1.594 -0.09 -0.68 -0.05 0.094
H -5.133 0.079 -3.428 -0.13 0.48 0.06 0.087
H -4.661 -2.263 -4.168 -0.41 0.37 -0.62 0.084
H -2.836 -3.550 -3.280 -0.55 0.97 0.47 0.112
H -1.205 -6.346 -0.557 0.29 0.61 -0.81 0.080
H -0.631 -7.898 -2.313 0.25 -0.19 0.28 0.085
H 0.519 -7.275 -4.380 -0.35 0.92 0.65 0.107
H 0.675 -4.770 -4.865 0.18 -0.21 -0.27 0.085
H -0.001 -3.096 -3.314 -0.34 -0.19 0.27 0.106
Cl -0.006 -3.807 5.387 0.06 0.21 -0.34 0.515
C 1.166 -2.498 5.041 0.68 1.09 0.19 -0.499
C 0.897 -1.602 3.753 0.22 0.00 0.74 -0.617
O 0.013 -0.741 3.858 1.22 -1.00 -0.87 0.007
O 1.783 -1.839 2.793 -2.11 0.54 1.68 -0.270
H 2.168 -2.918 4.950 -0.27 -0.28 -0.07 0.067
H 1.161 -1.851 5.959 -0.16 -0.41 -1.08 0.074
```
Positions in Å, forces in eV/Å.

Calculated values
net charge: -2
energy above the lowest of the compared OMol25 structures with the same formula, charge and spin: 0.231 eV
gap between HOMO and LUMO: 3.11 eV
LUMO: 3.02 eV
strongest force on any atom: 0.0845 Eh/bohr
HOMO: -0.087 eV

---

No. 3
Below is a 2-piece molecular cluster, CH3NSSi overall in a non-equilibrium geometry, with properties calculated with the ωB97M-V functional and the def2-TZVPD basis.

Geometry as XYZ:
```
7
Properties=species:S:1:pos:R:3:forces:R:3:nbo_charge:R:1
C -0.271 -1.892 1.299 -2.45 2.05 -4.83 0.203
N 0.429 -2.120 2.163 1.44 -0.65 2.05 -0.456
Si 0.060 0.871 -0.672 0.80 2.42 -0.57 0.656
S -1.211 -0.751 -1.012 0.07 -2.19 2.18 -0.048
H -0.408 2.237 -1.425 0.26 -1.90 0.73 -0.100
H 1.445 0.578 -1.111 -0.22 0.03 0.07 -0.138
H -0.045 1.077 0.758 0.10 0.25 0.37 -0.117
```
Positions in Å, forces in eV/Å.

Calculated values
energy above the lowest of the compared OMol25 structures with the same formula, charge and spin: 4.767 eV
gap between HOMO and LUMO (alpha / beta): 6.86 / 6.87 eV
LUMO (alpha / beta): -4.18 / -4.18 eV
strongest force on any atom: 0.1126 Eh/bohr
HOMO (alpha / beta): -11.044 / -11.053 eV

---

No. 4
Below is a 2-piece molecular cluster, C4H11N3O2 overall in a non-equilibrium geometry, with properties calculated with the ωB97M-V functional and the def2-TZVPD basis.

Geometry as XYZ:
```
20
Properties=species:S:1:pos:R:3:forces:R:3:nbo_charge:R:1
C 2.336 0.325 -0.628 -0.06 -0.11 -0.56 -0.660
C 1.112 0.199 0.244 0.07 0.86 1.09 0.192
N -1.088 -1.392 -1.286 -0.53 0.46 0.13 -0.844
C 1.133 -0.656 1.285 -0.60 0.05 -0.47 -0.553
H -0.561 -1.980 -0.658 0.21 0.26 -0.38 0.414
H -0.746 -1.064 -2.177 0.15 -0.23 0.36 0.406
H 2.442 -0.559 -1.265 0.11 0.12 0.01 0.219
H 3.240 0.416 -0.017 -0.23 -0.07 -0.07 0.237
H 2.293 1.207 -1.274 -0.03 -0.14 0.07 0.210
H 1.977 -1.315 1.455 -0.04 0.19 -0.07 0.208
H 0.257 -0.808 1.906 0.08 0.10 0.08 0.202
N 0.084 1.149 0.027 0.97 -1.24 -1.14 -0.477
C -2.136 -0.700 -0.753 -0.51 -1.25 -1.47 0.885
N -0.375 1.903 1.126 -0.76 0.66 0.83 -0.656
O -2.451 -1.204 0.454 -0.50 0.71 0.76 -0.699
O -2.866 0.070 -1.347 0.68 0.29 0.40 -0.663
H -3.283 -0.739 0.676 0.44 -0.36 0.09 0.499
H 0.265 1.732 -0.797 0.04 -0.08 0.95 0.367
H -0.249 1.379 1.996 0.23 0.02 -0.54 0.361
H -1.385 2.036 1.033 0.28 -0.25 -0.05 0.351
```
Positions in Å, forces in eV/Å.

Calculated values
SMILES string: C=C(C)NN.NC(=O)O
energy above the lowest of the compared OMol25 structures with the same formula, charge and spin: 2.010 eV
gap between HOMO and LUMO: 8.52 eV
LUMO: 0.71 eV
strongest force on any atom: 0.0388 Eh/bohr
HOMO: -7.803 eV

---

No. 5
Below is C13H15FN8O3 in the gas phase in a non-equilibrium geometry, with properties calculated with the ωB97M-V functional and the def2-TZVPD basis.

Geometry as XYZ:
```
40
Properties=species:S:1:pos:R:3:forces:R:3:nbo_charge:R:1
N -3.173 2.998 -2.398 -0.83 -9.61 -1.56 -0.048
F -1.402 -1.109 -2.587 0.52 -0.40 -0.74 -0.349
N -3.720 0.600 -2.732 1.70 2.11 0.01 -0.279
N -0.358 2.617 2.163 -0.14 1.44 0.64 -0.449
N 3.259 3.368 2.486 3.60 -0.04 -1.31 -0.505
N 2.753 1.865 0.771 1.94 -0.60 -2.74 -0.523
N -3.322 1.783 -2.570 -0.32 8.60 0.93 0.196
O -1.218 -2.640 -0.409 0.05 -1.59 0.13 -0.506
O -0.847 0.712 -1.382 -0.96 -0.28 -0.47 -0.521
O 0.846 -1.845 -0.971 -0.66 0.94 2.17 -0.498
C -0.758 1.858 1.197 1.97 0.60 -1.06 0.203
C 3.598 2.595 1.464 -0.88 -0.30 -0.22 0.297
C 2.014 3.477 2.661 -3.25 0.38 1.03 0.409
C 1.489 2.119 0.917 -1.88 0.09 1.26 0.364
C 1.010 2.878 1.952 -1.06 -1.79 -1.74 -0.054
N 1.568 4.147 3.706 -2.69 1.27 1.26 -0.754
N 0.378 1.581 0.355 -2.38 -2.52 -0.56 -0.387
C 0.254 -3.713 -2.254 -1.02 1.73 0.00 -0.632
C 0.843 -3.903 0.213 0.90 -2.43 1.01 -0.686
C 0.113 -3.057 -0.786 1.03 -0.52 -3.70 0.523
C -3.222 -0.151 -1.598 -0.75 -1.86 2.28 -0.292
C -1.683 -0.425 -1.453 0.06 0.24 0.68 0.572
C -1.218 -1.288 -0.176 -1.30 1.71 -1.56 0.035
C 0.336 0.491 -0.627 1.06 1.41 -0.58 0.252
C 0.226 -0.927 -0.050 0.31 1.86 -0.36 0.014
H -1.816 1.601 0.910 1.52 0.18 0.50 0.225
H 4.602 2.604 1.121 0.98 -0.38 0.21 0.182
H 2.158 3.897 4.435 0.89 0.26 2.29 0.380
H 0.579 3.856 3.806 0.79 0.77 0.82 0.390
H -0.075 -4.723 -2.306 -1.07 -0.74 0.16 0.211
H 1.301 -3.866 -2.444 0.74 0.53 0.14 0.220
H -0.169 -3.076 -3.125 0.54 -1.04 1.83 0.239
H 1.824 -3.478 0.446 -0.14 0.02 -0.38 0.242
H 1.028 -5.050 0.063 -0.57 2.19 -0.61 0.232
H 0.333 -3.924 1.140 -0.77 0.25 1.12 0.228
H -3.704 0.295 -0.654 0.97 -0.61 -0.97 0.192
H -3.663 -1.196 -1.712 0.59 1.31 0.23 0.240
H -1.883 -0.890 0.621 0.49 -0.99 0.07 0.202
H 1.271 0.729 -1.220 -1.05 -1.07 0.21 0.231
H 0.449 -0.808 1.028 1.03 -1.10 -0.43 0.205
```
Positions in Å, forces in eV/Å.

Calculated values
energy above the lowest of the compared OMol25 structures with the same formula, charge and spin: 2.594 eV
gap between HOMO and LUMO: 9.22 eV
LUMO: 0.30 eV
strongest force on any atom: 0.1899 Eh/bohr
HOMO: -8.915 eV

---

No. 6
Below is an isolated ion of composition C5H12NO and charge -2 in a non-equilibrium geometry, with properties calculated with the ωB97M-V functional and the def2-TZVPD basis.

Geometry as XYZ:
```
19
Properties=species:S:1:pos:R:3:forces:R:3:nbo_charge:R:1
C -0.517 -1.072 1.414 1.25 1.06 -1.23 -0.457
C 0.491 -2.047 2.052 -0.89 -1.37 -0.73 -1.379
C 0.258 -0.004 0.542 -0.85 0.76 -0.47 -0.220
N -0.080 -0.236 -0.899 0.71 0.15 0.85 -0.655
C 0.414 0.876 -1.768 -0.66 0.11 2.02 -0.253
C -0.490 2.199 -1.673 1.54 -0.90 -1.10 -0.019
O -1.539 2.079 -2.492 -0.80 0.14 0.38 -0.972
H -1.246 -0.627 2.120 0.46 -0.12 -0.43 0.185
H -1.065 -1.569 0.567 0.15 -0.14 1.28 0.187
H 1.479 -2.064 1.568 -0.12 0.50 0.34 0.185
H 0.095 -3.011 1.708 0.23 -0.58 0.49 0.172
H 0.562 -2.167 3.140 0.00 0.42 -0.12 0.130
H -0.044 1.036 0.789 0.04 -0.36 0.25 0.151
H 1.355 0.010 0.635 -0.36 -0.49 0.18 0.170
H -1.090 -0.308 -0.877 -0.13 0.42 -0.74 0.345
H 1.476 0.974 -1.458 -0.27 0.35 -0.16 0.139
H 0.386 0.535 -2.780 -0.08 -0.09 -0.87 0.176
H 0.205 3.030 -2.016 0.05 0.05 0.38 0.041
H -0.652 2.367 -0.571 -0.27 0.09 -0.32 0.074
```
Positions in Å, forces in eV/Å.

Calculated values
multiplicity: 2
net charge: -2
energy above the lowest of the compared OMol25 structures with the same formula, charge and spin: 0.952 eV
gap between HOMO and LUMO (alpha / beta): 3.05 / 6.96 eV
LUMO (alpha / beta): 7.01 / 7.00 eV
strongest force on any atom: 0.0415 Eh/bohr
HOMO (alpha / beta): 3.960 / 0.034 eV